C5H8N | wB97M-V/def2-TZVPD

The net charge is +1. The energy relative to the best compared isomer or geometry (same formula, charge and spin) is 778.6 kJ/mol. The value obtained for the HOMO energy is -14.4592 eV. The value obtained for the largest force on an atom is 9.8 eV Å⁻¹.

Last column: Mulliken charge in e.
CARTESIAN COORDINATES (ANGSTROEM)
N: -1.14 0.47 0.41  -0.239
C: 3.90 -0.01 -0.02  -0.678
C: 0.12 0.45 0.49  1.091
C: 2.70 0.26 -0.01  -0.333
C: 1.30 0.29 0.07  -0.013
C: -1.85 -0.04 -0.78  -0.782
H: -1.81 -1.12 -0.79  0.346
H: 4.56 0.81 0.10  0.318
H: -2.75 0.38 -1.04  0.332
H: -1.08 0.18 -1.65  0.275
H: 4.34 -0.79 -0.50  0.356
H: 2.57 1.93 1.31  -0.342
H: -1.67 0.16 1.30  0.346
H: 2.82 2.94 1.89  0.323



C5H8N | wB97M-V/def2-TZVPD

The net charge is +1. The energy relative to the best compared isomer or geometry (same formula, charge and spin) is 649.8 kJ/mol. The value obtained for the HOMO energy is -12.9847 eV. The value obtained for the largest force on an atom is 4.8 eV Å⁻¹.

Last column: Mulliken charge in e.
CARTESIAN COORDINATES (ANGSTROEM)
N: -1.07 -1.14 -1.72  -0.280
C: 0.23 -0.17 0.02  -0.478
C: -0.67 0.00 -0.92  -0.033
C: 0.78 1.44 2.56  -0.129
C: 0.22 2.42 3.09  -0.051
C: 1.46 0.57 1.74  -0.516
H: -0.39 -1.22 -2.40  0.363
H: -0.94 -2.13 -1.33  0.365
H: -1.46 0.90 -1.01  0.258
H: 0.89 -1.13 0.04  0.132
H: -1.90 -1.08 -2.20  0.336
H: -0.36 3.00 3.75  0.412
H: 1.58 -0.45 2.05  0.308
H: 2.43 0.92 1.24  0.314



C5H8N | wB97M-V/def2-TZVPD

The net charge is +1. The energy relative to the best compared isomer or geometry (same formula, charge and spin) is 395.5 kJ/mol. The value obtained for the HOMO energy is -14.8765 eV. The value obtained for the largest force on an atom is 2.8 eV Å⁻¹.

Last column: Mulliken charge in e.
CARTESIAN COORDINATES (ANGSTROEM)
N: 0.28 -0.02 -0.22  0.273
C: -0.87 -0.92 -0.57  -0.443
C: 0.89 0.89 -1.13  -0.804
C: -0.52 0.22 1.03  -0.363
C: 0.84 -0.50 1.13  -0.312
C: -1.59 -0.67 0.53  -0.202
H: 1.70 0.17 1.42  0.300
H: 0.60 -1.59 1.37  0.299
H: 0.98 0.53 -2.15  0.309
H: 0.27 1.77 -1.16  0.407
H: -0.97 -1.53 -1.44  0.437
H: -2.69 -0.95 0.64  0.374
H: 1.77 1.40 -0.89  0.345
H: -0.68 1.19 1.44  0.379



C5H8N | wB97M-V/def2-TZVPD

The net charge is +1. The spin multiplicity is 3. The energy relative to the best compared isomer or geometry (same formula, charge and spin) is 738.5 kJ/mol. The value obtained for the HOMO energy (spin up / spin down) is -11.7582 / -14.5114 eV. The value obtained for the largest force on an atom is 6.2 eV Å⁻¹.

Last column: Mulliken spin population.
CARTESIAN COORDINATES (ANGSTROEM)
N: -1.34 -0.28 -0.49  0.035
C: 0.00 -0.47 0.18  0.747
C: 2.24 0.58 0.29  0.875
C: -2.23 0.70 0.12  0.009
C: -0.92 -1.35 0.24  -0.015
C: 3.07 -0.19 -0.20  0.183
H: -3.19 0.95 -0.32  0.000
H: -2.33 0.32 1.11  0.000
H: -1.67 1.64 0.25  -0.002
H: 2.73 -1.06 -0.73  0.059
H: -1.16 -0.26 -1.44  -0.009
H: 2.04 1.42 0.93  0.027
H: 4.04 0.36 -0.45  0.089
H: -1.28 -2.34 0.52  0.002



C5H8N | wB97M-V/def2-TZVPD

The net charge is +1. The spin multiplicity is 3. The energy relative to the best compared isomer or geometry (same formula, charge and spin) is 322.5 kJ/mol. The value obtained for the HOMO energy (spin up / spin down) is -13.1227 / -16.8808 eV. The value obtained for the largest force on an atom is 4.1 eV Å⁻¹.

Last column: Mulliken spin population.
CARTESIAN COORDINATES (ANGSTROEM)
N: 0.42 -0.42 -1.56  1.033
C: -1.98 0.44 -0.97  0.021
C: -0.53 -0.16 -0.73  0.052
C: 1.00 0.45 1.27  0.071
C: 1.44 -1.07 -0.71  0.111
C: 0.53 -0.42 0.22  0.649
H: 2.44 -0.83 -0.65  0.001
H: -2.04 0.59 -2.02  -0.003
H: 1.40 -2.10 -0.90  -0.009
H: 1.92 1.03 1.04  0.047
H: 1.40 -0.29 1.99  0.039
H: -2.37 1.19 -0.39  -0.004
H: -2.66 -0.27 -0.63  -0.007
H: 0.17 1.07 1.57  -0.001



C5H8N2 | wB97M-V/def2-TZVPD

As for the structure (SMILES): [H]/N=C(\CC)[C@H]1C=N1. The energy relative to the best compared isomer or geometry (same formula, charge and spin) is 395.3 kJ/mol. The value obtained for the HOMO energy is -9.2185 eV. The value obtained for the largest force on an atom is 4.6 eV Å⁻¹.

Last column: Mulliken charge in e.
CARTESIAN COORDINATES (ANGSTROEM)
N: 1.98 -0.33 -1.13  -0.506
N: 0.49 -0.15 1.95  -0.662
C: -1.50 -0.23 -1.26  -0.927
C: 2.57 -0.11 -0.05  -0.116
C: -1.33 -0.12 0.27  -0.518
C: 1.32 0.61 -0.27  0.071
C: 0.10 0.07 0.77  0.360
H: -2.49 0.29 -1.40  0.300
H: -1.92 0.66 0.74  0.344
H: -1.82 -1.00 0.86  0.310
H: -0.75 0.37 -1.85  0.322
H: -1.47 -1.35 -1.48  0.237
H: 3.49 -0.05 0.54  0.308
H: 1.47 1.71 -0.31  0.270
H: -0.15 -0.35 2.62  0.205



C5H8N2 | wB97M-V/def2-TZVPD

The energy relative to the best compared isomer or geometry (same formula, charge and spin) is 576.6 kJ/mol. The value obtained for the HOMO energy is -8.0603 eV. The value obtained for the largest force on an atom is 1.1 eV Å⁻¹.

Last column: Mulliken charge in e.
CARTESIAN COORDINATES (ANGSTROEM)
N: -0.90 1.80 1.90  -0.507
N: 0.03 0.91 -1.33  -0.520
C: -0.59 1.11 1.02  0.245
C: -1.34 -0.86 -0.30  -1.377
C: 1.16 -0.77 0.35  -0.983
C: 1.37 0.70 -0.79  -0.736
C: -0.30 0.24 -0.11  1.050
H: -0.26 1.88 -1.27  0.344
H: -1.01 -1.54 -1.08  0.369
H: 0.59 -1.15 1.22  0.465
H: 2.11 -0.46 0.78  0.329
H: -2.27 -0.38 -0.61  0.353
H: 1.60 1.53 -0.08  0.315
H: -1.51 -1.41 0.63  0.358
H: 1.30 -1.60 -0.34  0.294



C5H8N2 | wB97M-V/def2-TZVPD

As for the structure (SMILES): C=C1C=CN(C)N1. The energy relative to the best compared isomer or geometry (same formula, charge and spin) is 398.6 kJ/mol. The value obtained for the HOMO energy is -7.0619 eV. The value obtained for the largest force on an atom is 0.4 eV Å⁻¹.

Last column: Mulliken charge in e.
CARTESIAN COORDINATES (ANGSTROEM)
N: 0.90 -0.06 -0.24  0.292
N: -0.21 -0.74 0.17  -0.430
C: -0.69 1.43 0.27  -0.915
C: -2.43 -0.70 0.26  -1.284
C: 2.20 -0.69 -0.23  -0.770
C: 0.62 1.27 -0.10  -0.032
C: -1.23 0.12 0.33  0.618
H: 2.17 -1.59 -0.86  0.252
H: 2.49 -0.98 0.79  0.312
H: 2.93 0.00 -0.64  0.312
H: -1.22 2.37 0.36  0.357
H: 1.39 2.00 -0.31  0.383
H: -2.72 -0.86 -0.79  0.226
H: -0.97 -1.64 0.04  0.438
H: -3.29 -0.42 0.87  0.241



C5H8N2 | wB97M-V/def2-TZVPD

The energy relative to the best compared isomer or geometry (same formula, charge and spin) is 382.8 kJ/mol. The value obtained for the HOMO energy (spin up / spin down) is -7.9605 / -7.9603 eV. The value obtained for the largest force on an atom is 0.4 eV Å⁻¹.

Last column: Mulliken charge in e.
CARTESIAN COORDINATES (ANGSTROEM)
N: -0.04 0.67 0.51  -0.762
N: -0.13 -0.55 0.80  0.755
C: -0.04 -0.99 2.19  -0.765
C: 0.65 1.58 -1.69  -1.211
C: -0.32 0.67 -0.94  0.527
C: -0.49 -0.72 -1.45  -0.882
C: -0.40 -1.42 -0.28  -0.124
H: 0.32 1.66 -2.73  0.336
H: 1.66 1.15 -1.68  0.302
H: 0.69 -0.36 2.71  0.293
H: 0.69 2.57 -1.23  0.345
H: 0.23 -2.04 2.20  0.284
H: -1.34 1.11 -1.00  0.249
H: -1.04 -0.86 2.64  0.314
H: -0.44 -2.47 -0.04  0.340



C5H8N2 | wB97M-V/def2-TZVPD

The energy relative to the best compared isomer or geometry (same formula, charge and spin) is 429.8 kJ/mol. The value obtained for the HOMO energy is -8.0591 eV. The value obtained for the largest force on an atom is 5.1 eV Å⁻¹.

Last column: Mulliken charge in e.
CARTESIAN COORDINATES (ANGSTROEM)
N: 1.07 -1.65 -0.72  -0.091
N: -0.67 -0.35 0.44  -0.411
C: -1.16 -1.38 -0.48  -0.287
C: 0.73 -0.34 0.58  -0.225
C: -0.19 2.14 0.49  -1.349
C: 0.01 -2.06 -1.18  -0.337
C: 0.08 0.79 -0.12  0.281
H: 0.22 0.79 -1.20  0.380
H: -1.10 2.58 0.07  0.287
H: -1.85 -0.95 -1.21  0.281
H: 1.22 -0.33 1.55  0.339
H: 2.04 -1.61 -0.66  0.183
H: -0.32 2.05 1.57  0.341
H: -1.71 -2.16 0.07  0.275
H: 0.64 2.83 0.30  0.332



C5H8N2 | wB97M-V/def2-TZVPD

As for the structure (SMILES): C[C@@]1(CC#N)CN1. The energy relative to the best compared isomer or geometry (same formula, charge and spin) is 125.1 kJ/mol. The value obtained for the HOMO energy is -10.0103 eV. The value obtained for the largest force on an atom is 1.1 eV Å⁻¹.

Last column: Mulliken charge in e.
CARTESIAN COORDINATES (ANGSTROEM)
N: -1.05 1.27 -0.29  -0.725
N: -0.52 -3.07 0.93  -0.426
C: 1.43 0.64 -0.22  -1.450
C: -0.45 -2.20 0.17  0.271
C: -0.39 -1.09 -0.78  -0.829
C: -0.03 0.25 -0.12  1.184
C: -0.82 0.71 1.04  -0.602
H: 2.07 -0.12 0.25  0.324
H: 0.34 -1.34 -1.57  0.320
H: 1.61 1.59 0.28  0.383
H: -1.62 0.09 1.43  0.287
H: -0.63 2.20 -0.37  0.280
H: 1.73 0.74 -1.27  0.349
H: -0.31 1.31 1.79  0.290
H: -1.37 -0.99 -1.26  0.344



C5H8N2 | wB97M-V/def2-TZVPD

The energy relative to the best compared isomer or geometry (same formula, charge and spin) is 391.0 kJ/mol. The value obtained for the HOMO energy is -7.1329 eV. The value obtained for the largest force on an atom is 0.5 eV Å⁻¹.

Last column: Mulliken charge in e.
CARTESIAN COORDINATES (ANGSTROEM)
N: -0.07 -0.59 0.03  0.152
N: -0.76 1.81 -0.48  -0.227
C: 1.51 1.13 -0.18  -1.260
C: -1.30 -1.25 0.37  -0.853
C: 1.20 -1.15 0.17  -0.475
C: 2.14 -0.16 0.04  -0.392
C: 0.21 0.76 -0.11  0.265
H: -2.13 -0.86 -0.23  0.305
H: -1.57 -1.16 1.44  0.288
H: -1.26 1.68 -1.36  0.336
H: 1.29 -2.21 0.36  0.346
H: 3.21 -0.34 0.07  0.406
H: -1.21 -2.32 0.14  0.301
H: -1.43 2.11 0.24  0.355
H: 0.00 2.52 -0.60  0.451



Number 6 is which compound? C5H8N2



Which of these has the highest energy relative to the best compared isomer or geometry (same formula, charge and spin)? number 1